Entry 1:
Computed, not measured: a structure of composition C33H29BrI2N8O3S2Ti at a distorted geometry, with ωB97M-V/def2-TZVPD.

```
79
Properties=species:S:1:pos:R:3:forces:R:3
Ti 0.0793 0.2017 0.5948 0.359 2.299 -1.033
C -0.1556 3.2313 -1.1425 -0.324 0.216 -0.083
N 0.9150 2.2581 -0.8810 -0.065 -0.031 -0.047
C 1.9062 2.8508 0.0406 0.369 0.089 0.467
C 2.7788 1.7954 0.7154 0.244 0.544 -0.623
N 2.0117 0.9149 1.6237 -0.164 0.043 0.078
C 2.8139 -0.2904 1.9050 0.310 -0.695 0.097
C 1.7701 1.6360 2.8720 -0.415 0.457 0.700
C 2.7220 1.6862 3.8844 0.110 -0.052 -0.071
C 2.4979 2.3975 5.0516 0.084 -0.029 -0.030
C 1.3128 3.0933 5.2264 0.022 -0.019 0.012
C 0.3537 3.0556 4.2373 0.148 -0.096 -0.108
C 0.5686 2.3257 3.0665 0.180 -0.037 -0.337
S -0.6798 2.2927 1.8563 0.081 -0.173 0.015
C 1.5811 1.9129 -2.1245 0.178 -0.558 -0.215
C 1.8048 2.8316 -3.1419 -0.053 0.114 0.030
C 2.4495 2.4610 -4.3111 0.036 0.062 -0.033
C 2.9096 1.1619 -4.4700 -0.021 0.051 -0.082
C 2.6967 0.2374 -3.4711 -0.034 0.015 0.208
C 2.0292 0.6006 -2.3003 -0.187 0.322 0.324
S 1.7423 -0.6006 -1.0832 0.366 0.096 -0.208
H 0.2429 4.2303 -1.3587 -0.015 -0.080 -0.021
H -0.7948 3.3158 -0.2635 0.178 0.056 -0.179
H -0.7521 2.8858 -1.9867 0.091 0.057 0.047
H 1.3717 3.4206 0.8050 0.032 -0.043 -0.166
H 2.5656 3.5448 -0.5058 -0.156 -0.099 0.068
H 3.5695 2.3086 1.2826 -0.136 -0.144 -0.034
H 3.2569 1.1805 -0.0522 -0.060 0.003 0.221
H 3.8527 -0.0331 2.1326 -0.089 0.070 0.031
H 2.8183 -0.9497 1.0375 0.044 0.212 0.190
H 2.3707 -0.8332 2.7399 0.033 0.102 -0.061
H 3.6598 1.1636 3.7810 0.065 -0.055 -0.018
H 3.2553 2.3980 5.8207 0.057 0.021 0.066
H 1.1357 3.6543 6.1315 -0.017 0.043 0.094
H -0.5823 3.5818 4.3460 -0.101 0.034 0.044
H 1.4757 3.8533 -3.0324 -0.055 0.096 -0.004
H 2.5966 3.1898 -5.0936 0.028 0.079 -0.049
H 3.4293 0.8699 -5.3707 0.011 -0.006 -0.092
H 3.0296 -0.7848 -3.5666 0.058 -0.117 -0.084
I 0.2137 -2.1288 4.9220 -0.335 0.002 -0.102
C -1.4813 -1.6603 3.7779 1.103 0.360 -0.395
C -2.7530 -2.0847 4.1504 -0.639 -0.048 -0.099
C -3.8505 -1.7223 3.4066 -0.302 -0.309 0.461
I -5.7516 -2.4066 4.0364 0.376 0.126 -0.112
C -3.7309 -0.8787 2.2839 0.551 0.128 -0.200
C -4.7913 -0.3372 1.5282 0.015 0.260 -0.254
C -4.5241 0.5952 0.5600 -0.153 -0.237 0.294
C -3.1943 0.9201 0.2615 0.403 0.174 0.220
N -2.1810 0.3572 0.8748 -0.212 0.022 -0.490
C -2.4225 -0.4843 1.9010 -0.215 -0.447 0.675
C -1.2676 -0.8885 2.6425 -1.815 -0.757 0.970
O -0.1044 -0.4620 2.2716 0.840 -0.177 0.621
H -2.8769 -2.6925 5.0354 0.032 -0.021 -0.011
H -5.8048 -0.6414 1.7435 -0.081 0.056 0.047
H -5.3189 1.0796 0.0154 -0.071 -0.004 -0.068
H -2.9570 1.6645 -0.4863 -0.010 -0.073 -0.067
Br 3.0263 -4.8860 -3.6132 -0.103 -0.018 0.056
C 1.3450 -4.5070 -2.8111 0.063 -0.054 0.000
C 0.1828 -4.9568 -3.4169 0.118 0.005 -0.032
C -1.0372 -4.6331 -2.8488 -0.061 0.034 0.030
C -1.0946 -3.8375 -1.7153 0.069 0.058 0.165
C 0.0793 -3.4044 -1.1124 -0.094 0.124 -0.154
C 1.3106 -3.7592 -1.6509 -0.017 -0.188 0.046
C 0.1036 -2.4022 0.0079 0.554 -1.403 0.237
O 0.9209 -2.4824 0.9157 0.086 -0.229 -0.348
O -0.7194 -1.4220 -0.1107 -1.004 -0.063 0.116
H 0.2355 -5.5441 -4.3204 -0.003 -0.045 -0.065
H -1.9459 -4.9912 -3.3106 -0.083 -0.046 -0.022
H -2.0456 -3.5619 -1.2797 -0.051 0.055 0.004
H 2.2186 -3.4192 -1.1763 0.003 0.022 -0.022
N -3.7285 -1.7553 -3.0993 -1.151 -0.378 -0.176
N -2.6189 -0.9840 -2.9753 1.192 0.591 0.199
N -1.7688 -0.7939 -3.9503 -0.004 -0.191 -0.546
C -0.9320 0.0821 -3.4081 -0.199 -0.117 -0.005
N -1.2769 0.3859 -2.1547 0.108 0.176 0.057
N -2.3564 -0.3017 -1.9034 -0.902 -0.451 -0.134
H -3.6188 -2.4334 -3.8453 0.250 0.121 0.202
H -3.9907 -2.1673 -2.2106 0.272 0.042 -0.091
H -0.0977 0.4988 -3.9293 0.282 0.052 -0.119
```
Forces are in eV/Å.

highest occupied orbital energy: -7.372 eV
multiplicity: 1
orbital gap: 6.80 eV



Entry 2:
Computed, not measured: a cluster of 2 separate species, C3H10NS3 in total, with ωB97M-V/def2-TZVPD.

```
17
Properties=species:S:1:pos:R:3:forces:R:3
C -0.2328 1.4809 -1.6226 0.406 -0.275 -0.203
C -0.3922 0.2230 -2.4757 -0.570 0.048 -0.620
S 0.0840 -1.2894 -1.6009 0.201 -0.116 0.015
N 1.1524 1.6847 -1.1791 -0.156 0.155 0.417
H -0.8482 1.3666 -0.7270 -0.146 0.177 -0.077
H -0.5269 2.3653 -2.1991 -0.211 0.067 0.166
H 0.1523 0.3812 -3.4230 0.315 -0.132 0.247
H -1.4323 0.1199 -2.8328 0.056 0.183 0.362
H 1.7166 2.0322 -1.9428 0.039 -0.184 -0.152
H 1.4917 0.7546 -0.9260 0.082 0.055 -0.126
C 0.4955 -1.3697 1.8705 -0.024 -0.357 0.575
S 0.2767 -1.6138 3.6858 0.230 0.031 -0.358
S -1.5648 -0.6731 3.8660 -0.280 0.000 0.534
H -0.4861 -1.3242 1.4090 0.124 0.049 -0.201
H 1.0226 -2.2450 1.4978 -0.042 0.022 -0.069
H 1.0872 -0.4836 1.6769 -0.147 0.132 -0.071
H -1.9957 -1.4096 4.9231 0.125 0.143 -0.438
```
Forces are in eV/Å.

charge: -1
highest occupied orbital energy: -2.666 eV
multiplicity: 1
orbital gap: 5.42 eV



Entry 3:
Computed, not measured: a structure of composition C27H34ClN8O2PPtS at a distorted geometry, with ωB97M-V/def2-TZVPD.

```
75
Properties=species:S:1:pos:R:3:forces:R:3
Pt -0.0253 -0.2761 -0.4146 0.427 0.581 -0.672
C -5.5287 -1.0824 0.5016 -0.659 -0.050 0.317
C -4.7409 -0.5439 -0.6069 -0.097 0.248 -0.721
N -5.2062 -0.0602 -1.7168 -1.253 -0.456 0.928
N -4.1768 0.3189 -2.4667 1.622 -0.139 0.418
C -3.0085 0.0755 -1.8555 -0.308 0.036 0.069
S -1.4511 0.3385 -2.4538 1.213 -0.510 0.111
N -3.3479 -0.4740 -0.6486 0.003 0.462 -0.854
N -2.4109 -0.8139 0.3247 0.645 -0.095 0.135
H -6.2548 -1.8000 0.1140 0.142 -0.086 0.044
H -6.1285 -0.2891 0.9555 0.147 -0.004 0.072
H -4.9146 -1.5558 1.2624 -0.020 -0.070 0.057
H -4.3449 0.7319 -3.3809 0.137 -0.127 0.140
H -2.6013 -0.2915 1.1833 -0.109 -0.141 -0.243
H -2.4531 -1.8153 0.5290 -0.073 0.138 -0.082
Cl 2.4652 0.6037 -0.4932 -1.539 0.489 0.201
C 3.4794 -0.7819 -0.6588 0.628 -1.592 0.002
C 4.8505 -0.5915 -0.6565 -0.105 0.174 -0.047
C 5.6801 -1.6946 -0.8222 -0.165 -0.049 0.024
C 5.1403 -2.9686 -0.9505 0.039 0.243 -0.081
C 3.7675 -3.1487 -0.9413 -0.316 0.047 0.099
C 2.9104 -2.0531 -0.7936 -0.028 0.927 0.793
P 1.1121 -2.2716 -1.0422 0.265 -1.057 -1.490
C 1.2104 -2.4397 -2.8620 -0.635 0.643 0.457
C 1.2996 -3.6726 -3.5081 -0.331 -0.127 0.133
C 1.4407 -3.7084 -4.8863 0.319 0.185 0.046
C 1.5474 -2.5247 -5.6080 -0.001 -0.191 -0.116
C 1.4586 -1.2946 -4.9661 0.145 0.009 0.103
C 1.3200 -1.2519 -3.5921 -0.218 -0.124 -0.057
C 0.6151 -3.8678 -0.3743 -0.248 1.037 0.378
C 1.2365 -4.4190 0.7515 -0.020 -0.085 0.182
C 0.8249 -5.6601 1.2176 0.328 0.113 0.165
C -0.2284 -6.3306 0.6097 -0.036 0.116 -0.267
C -0.8725 -5.7626 -0.4859 0.064 0.152 -0.084
C -0.4692 -4.5263 -0.9611 -0.390 -0.067 -0.172
H 5.2742 0.3952 -0.5294 0.012 0.035 -0.057
H 6.7493 -1.5444 -0.8531 0.059 -0.025 0.058
H 5.7901 -3.8221 -1.0736 0.030 -0.065 0.002
H 3.3555 -4.1410 -1.0595 0.006 -0.047 -0.015
H 1.2632 -4.6022 -2.9587 -0.066 -0.030 0.046
H 1.5067 -4.6629 -5.3890 0.030 -0.011 -0.023
H 1.7328 -2.5733 -6.6739 -0.179 0.062 0.000
H 1.5019 -0.3748 -5.5305 0.127 0.015 -0.069
H 1.2836 -0.2966 -3.0821 -0.010 0.071 -0.076
H 2.0303 -3.8795 1.2497 0.142 -0.116 0.031
H 1.3425 -6.1181 2.0507 -0.047 0.072 0.046
H -0.5636 -7.2915 0.9730 0.097 -0.063 0.085
H -1.6723 -6.2953 -0.9767 -0.127 0.011 -0.008
H -0.9980 -4.0686 -1.7867 0.027 -0.077 -0.174
N 0.1408 0.6668 2.1113 0.253 1.642 0.974
C -0.0877 2.0528 2.2514 1.223 -1.967 1.141
C 1.1233 2.9517 2.2884 0.245 0.251 -0.190
C 0.7938 4.4526 2.3898 0.017 0.272 -0.108
C 1.3752 5.3075 1.2545 0.009 -0.009 0.459
N 0.8353 4.9665 -0.0486 -0.043 -0.368 -0.188
C -0.0238 5.6504 -0.8108 0.047 -0.074 -0.055
N -0.4636 6.8512 -0.4844 -0.021 0.130 0.126
N -0.4553 5.0690 -1.9329 -0.137 0.070 -0.077
C -0.9187 2.5771 0.7269 -1.875 1.421 -1.018
O -1.8396 3.2708 0.9848 0.093 -0.287 0.473
O -0.3089 2.1152 -0.2113 0.981 -1.304 -0.408
H -0.4294 0.0985 2.7293 -0.103 -0.133 -0.136
H 1.1231 0.4128 2.2007 -0.066 -0.091 -0.307
H -0.8485 2.3142 2.9880 -0.315 -0.251 -0.367
H 1.7737 2.7383 1.4356 0.027 -0.071 0.017
H 1.6948 2.6648 3.1797 -0.081 -0.162 0.015
H 1.2019 4.8574 3.3174 -0.077 -0.106 0.007
H -0.2877 4.5911 2.4315 -0.009 0.121 0.077
H 2.4604 5.1769 1.2160 -0.082 0.175 -0.020
H 1.1765 6.3548 1.4756 0.161 -0.030 -0.017
H 1.1129 4.0635 -0.4065 -0.002 0.242 -0.139
H -0.1402 7.3386 0.3349 0.013 0.017 -0.046
H -1.0953 7.3593 -1.0860 0.026 -0.024 0.016
H -0.1039 4.1700 -2.2170 -0.009 0.106 -0.046
H -1.0150 5.5826 -2.5961 0.050 -0.038 -0.017
```
Forces are in eV/Å.

charge: +4
highest occupied orbital energy (alpha / beta): -18.657 / -18.657 eV
multiplicity: 1
orbital gap (alpha / beta): 3.64 / 3.63 eV



Entry 4:
Computed, not measured: a structure of composition CH2ClO3S at a distorted geometry, with ωB97M-V/def2-TZVPD.

```
8
Properties=species:S:1:pos:R:3:forces:R:3
C -0.4669 0.3161 0.0923 0.140 -0.671 0.129
O 1.2742 -0.1661 1.7665 0.399 -0.686 0.569
O -0.6241 1.2580 1.1275 -0.839 0.453 -1.584
O 0.7080 0.2500 -0.5246 1.340 0.377 -0.236
S -0.2137 -0.2532 1.8029 -0.098 0.353 0.863
Cl -0.5417 -2.0568 3.7035 0.014 -0.729 0.449
H -1.2501 -0.0577 -0.5738 -0.440 0.660 0.670
H 1.3597 0.0577 0.2847 -0.516 0.243 -0.861
```
Forces are in eV/Å.

charge: -1
highest occupied orbital energy: -4.126 eV
multiplicity: 1
orbital gap: 7.95 eV



Entry 5:
Computed, not measured: the ion C2H6N3O2 with charge +1 at a distorted geometry, with ωB97M-V/def2-TZVPD.

```
13
Properties=species:S:1:pos:R:3:forces:R:3
C -1.2474 -0.8806 -0.8099 1.722 2.183 3.293
C 0.2471 0.4335 0.7787 0.295 0.910 0.565
N -0.7007 0.6053 1.6969 -3.912 -2.084 -1.383
N 0.0250 -0.2273 -0.3634 2.501 -2.273 -4.603
N 1.1928 -0.4276 -1.2377 -2.506 1.552 0.747
O -1.3094 -1.5233 -1.7926 -0.048 -1.889 -3.003
O 1.3947 1.0272 1.0825 1.512 0.045 -1.411
H -1.9256 -0.5260 -0.0899 -1.615 0.017 0.521
H -1.7752 0.4111 1.7267 3.053 0.443 -0.552
H -0.3644 1.2136 2.3461 0.636 1.969 2.823
H 1.0532 -1.3292 -1.7003 -0.326 0.065 -0.058
H 1.3220 0.3234 -2.0036 -0.238 -1.020 1.783
H 2.0880 0.9001 0.3664 -1.075 0.080 1.279
```
Forces are in eV/Å.

charge: +1
highest occupied orbital energy (alpha / beta): -10.191 / -15.625 eV
multiplicity: 3
⟨S²⟩: 2.01
orbital gap (alpha / beta): 6.54 / 6.20 eV



Calculated ΔE to the lowest compared entry with this formula, charge and spin in order - 2.084 0.202 7.988 1.232 0.465 eV